Record 1
The following is a DFT calculation (ωB97M-V/def2-TZVPD) of a single C16H16N2O4S molecule.

```
39
Properties=species:S:1:pos:R:3:forces:R:3
C 1.1928 3.4306 -0.4678 0.09 0.15 -0.06
C 0.5706 2.2597 0.2261 0.09 0.05 0.05
C -0.2669 1.3511 -0.4074 -0.21 -0.04 -0.60
C -0.8606 0.3107 0.2913 -0.12 -0.07 0.49
C -0.6085 0.1346 1.6379 0.31 0.40 -0.09
C 0.2636 1.0174 2.2904 -0.04 -0.02 -0.42
C 0.8167 2.0741 1.5866 -0.14 -0.28 0.02
H 1.4555 2.7625 2.1175 0.10 0.10 0.07
O 0.5364 0.8859 3.6148 -0.21 0.26 -0.20
C 0.3355 -0.3992 4.1719 0.16 -0.43 0.34
C -0.8682 -1.1793 3.6523 0.08 0.20 0.02
O -1.4247 -2.0305 4.3033 0.06 -0.14 0.22
N -1.2155 -0.8783 2.3765 -0.32 -0.09 -0.25
H -1.9541 -1.4153 1.9408 0.07 -0.02 0.19
H 0.2312 -0.2574 5.2498 -0.05 -0.11 -0.21
H 1.2242 -1.0259 3.9901 -0.14 0.09 0.03
H -1.5368 -0.3443 -0.2332 -0.10 -0.19 0.04
S -0.5054 1.1959 -2.1837 0.16 0.09 0.13
O -0.2056 2.3945 -2.9082 0.20 -0.06 0.14
O -1.7760 0.5820 -2.4084 0.01 -0.23 0.21
N 0.7101 0.0789 -2.5519 -0.77 0.75 -0.25
C 0.5663 -1.1619 -1.9056 -0.12 -0.89 0.17
C 1.4427 -1.5971 -0.9145 0.02 0.19 -0.18
C 1.2303 -2.8095 -0.2819 0.03 -0.07 0.05
C 0.1460 -3.5984 -0.6225 0.00 -0.03 0.07
C -0.7194 -3.1750 -1.6190 -0.06 0.00 0.01
C -0.5098 -1.9710 -2.2645 0.09 -0.05 -0.01
H -1.1817 -1.6290 -3.0337 -0.04 -0.03 -0.10
H -1.5604 -3.7908 -1.9006 -0.07 -0.05 -0.04
H -0.0194 -4.5393 -0.1200 -0.01 -0.09 0.03
H 1.9159 -3.1346 0.4871 0.06 -0.03 0.05
H 2.2881 -0.9909 -0.6279 0.08 0.10 0.03
C 2.0253 0.6705 -2.6340 0.33 0.33 -0.11
H 1.9403 1.5358 -3.2871 0.23 -0.04 0.02
H 2.4100 0.9971 -1.6619 0.07 -0.02 0.02
H 2.7125 -0.0518 -3.0726 -0.03 -0.01 0.04
H 0.8739 4.3508 0.0194 0.00 0.09 0.00
H 0.8986 3.4668 -1.5106 0.13 0.16 0.07
H 2.2787 3.3835 -0.3972 0.08 0.02 -0.02
```
Forces are in eV/Å.

Structure (SMILES) = Cc1cc2c(cc1S(=O)(=O)N(C)c1ccccc1)NC(=O)CO2
LUMO level = 0.503 eV
Gap between HOMO and LUMO = 9.14 eV



Record 2
The following is a DFT calculation (ωB97M-V/def2-TZVPD) of a gas-phase ion, C5H8N5O3 (charge +1).

```
21
Properties=species:S:1:pos:R:3:forces:R:3
C -0.3604 -0.5888 0.1428 -3.04 0.53 0.55
C -2.7066 0.3658 0.9618 0.25 0.48 0.30
C -0.9423 1.6281 -0.2703 3.12 -0.22 1.59
C -1.9324 -0.8766 0.4975 1.59 -0.03 0.91
C 1.8369 -1.6732 0.0154 1.01 -1.30 -0.36
N -0.0356 0.5688 -0.3266 -0.40 1.84 -0.55
N -2.0767 1.5409 0.4834 -1.27 3.55 -2.06
N -0.3870 2.8199 -0.6784 0.54 -2.95 -0.36
N 0.4274 -1.6162 0.2999 0.17 1.84 -0.61
N -2.4524 -1.2476 -0.8579 0.66 -0.97 2.36
O -2.4082 -2.4280 -1.0498 -0.36 -0.75 -1.22
O -3.7012 0.4405 1.6286 1.11 -0.62 -0.88
O -2.7546 -0.3354 -1.5456 -0.87 0.89 -1.95
H -2.0363 -1.7383 1.1936 -0.10 0.72 -0.59
H 2.0905 -1.8309 -1.0591 -0.56 0.49 0.55
H 2.2152 -2.6246 0.4929 -0.12 1.47 -0.05
H 2.2564 -0.7312 0.3763 0.39 -0.50 0.02
H -2.7162 2.4016 0.2968 1.08 -2.12 1.09
H 0.5985 2.6672 -1.0915 -2.31 0.66 0.97
H -0.7131 3.7340 -0.3902 -0.07 -0.22 -0.25
H -0.1086 -2.4089 0.3668 -0.82 -2.78 0.55
```
Forces are in eV/Å.

Structure (SMILES) = C/[NH+]=C1\N=C(N)NC(=O)[C@H]1[N+](=O)[O-]
LUMO level = -4.942 eV
Net charge = +1
Gap between HOMO and LUMO = 9.49 eV



Record 3
The following is a DFT calculation (ωB97M-V/def2-TZVPD) of a single C3H4N2O molecule.

```
10
Properties=species:S:1:pos:R:3:forces:R:3
C 0.4546 0.9229 -0.2104 -0.13 -2.15 0.81
C 0.8018 -0.4976 0.0179 -0.76 -1.89 1.89
C -0.5977 -1.1141 0.2263 1.09 0.02 -0.83
H 1.3433 -0.5273 1.0324 -0.41 -0.14 -1.62
H 1.3966 -0.8946 -0.7984 0.15 -0.21 0.20
H -0.8906 -2.1668 0.1477 0.17 0.48 0.65
H -1.4289 1.7502 -0.2517 -1.37 1.73 -0.27
N -1.4830 -0.1988 0.2460 -0.79 -0.83 -0.50
N -0.8823 0.9928 -0.0133 0.74 -0.15 0.58
O 1.2861 1.7332 -0.3964 1.31 3.14 -0.90
```
Forces are in eV/Å.

Structure (SMILES) = O=C1CC=NN1
LUMO level = 0.888 eV
Gap between HOMO and LUMO = 10.45 eV



Record 4
The following is a DFT calculation (ωB97M-V/def2-TZVPD) of a molecular structure, C18H26CuN5O3SSeTe.

```
56
Properties=species:S:1:pos:R:3:forces:R:3
Cu 0.1101 1.1468 2.4965 -0.43 0.18 -0.15
N -0.1000 2.9506 1.4273 0.23 -0.14 0.15
C -0.9752 3.8177 2.2297 0.00 0.01 0.00
C -1.9742 2.9620 3.0198 0.01 0.11 0.01
O -3.1020 3.3901 3.2600 -0.01 0.03 0.06
N -1.4330 1.8048 3.3925 0.07 -0.18 -0.06
C -2.2339 0.7650 3.9921 -0.05 -0.05 0.06
C -1.8027 -0.6027 3.4471 -0.05 0.05 0.04
O -2.4672 -1.5939 3.6885 -0.03 0.00 0.00
O -0.7100 -0.6075 2.7344 0.13 0.07 0.13
H 0.7823 3.3800 1.1813 -0.01 0.05 0.00
H -0.5282 2.6614 0.5515 0.04 0.02 -0.05
H -1.5184 4.5539 1.6365 -0.01 -0.05 -0.01
H -0.3537 4.3476 2.9549 -0.03 0.04 -0.03
H -3.3014 0.9096 3.8116 0.05 -0.01 -0.03
H -2.0934 0.7269 5.0792 -0.05 0.03 -0.03
Se 4.0844 -1.3337 1.9034 -0.04 0.12 -0.06
C 2.7783 -0.1184 2.0731 0.18 0.02 0.09
N 1.9723 0.7173 2.1692 0.02 -0.34 -0.04
C 5.3589 2.1748 -1.1649 0.02 -0.02 0.00
C 4.2765 2.1931 -0.0928 0.00 -0.04 0.08
N 2.9356 2.2779 -0.6409 -0.03 0.09 0.11
C 2.1610 1.2629 -1.0845 0.00 -0.17 0.00
S 0.6177 1.6212 -1.6855 -0.09 0.04 -0.10
N 2.6703 0.0308 -1.0212 -0.02 0.35 -0.20
C 1.9885 -1.1759 -1.4566 -0.04 -0.02 0.04
C 2.4695 -1.6365 -2.8230 -0.01 0.05 -0.02
H 6.3460 2.0915 -0.7091 0.02 -0.01 0.01
H 5.3308 3.0868 -1.7621 -0.01 0.02 0.00
H 5.2229 1.3303 -1.8417 0.00 -0.02 0.01
H 4.4048 3.0518 0.5683 0.02 0.02 -0.05
H 4.3549 1.3225 0.5623 0.01 -0.02 -0.05
H 2.5101 3.1809 -0.7514 0.01 0.01 -0.06
H 3.5613 -0.0931 -0.5631 0.01 -0.15 0.11
H 0.9215 -0.9568 -1.4733 0.09 -0.04 0.00
H 2.1495 -1.9364 -0.6909 0.04 0.04 -0.06
H 2.2395 -0.8824 -3.5771 0.00 0.00 -0.01
H 1.9741 -2.5669 -3.1037 -0.02 -0.02 0.00
H 3.5468 -1.8135 -2.8272 0.02 -0.01 0.02
C -2.2321 -1.2040 0.0386 -0.03 0.05 0.01
Te -0.7215 -2.5906 0.6261 -0.01 -0.18 0.17
C -1.1227 -3.4117 -1.3294 0.04 0.06 -0.06
C -2.5360 -3.0092 -1.6570 -0.01 0.02 0.01
C -3.3069 -3.6823 -2.5978 0.02 -0.02 -0.02
C -4.6071 -3.2828 -2.8677 -0.02 0.01 -0.01
C -5.1474 -2.1971 -2.1935 -0.02 -0.01 -0.01
C -4.3840 -1.5187 -1.2556 -0.01 0.02 0.00
C -3.0806 -1.9144 -0.9806 0.06 -0.02 0.02
H -1.7469 -0.3252 -0.3896 -0.01 0.04 -0.01
H -2.8070 -0.9068 0.9122 0.01 -0.02 0.02
H -0.9970 -4.4932 -1.3429 -0.01 -0.01 0.02
H -0.4280 -2.9805 -2.0549 0.01 -0.01 -0.01
H -2.8848 -4.5357 -3.1165 0.00 -0.01 -0.01
H -5.1997 -3.8224 -3.5958 -0.01 -0.01 -0.01
H -6.1661 -1.8867 -2.3885 -0.01 0.01 -0.01
H -4.8066 -0.6790 -0.7172 -0.01 0.02 0.01
```
Forces are in eV/Å.

Multiplicity = 2
<S²> = 0.753
LUMO level (spin up / spin down) = 2.350 / 2.142 eV
Net charge = -1
Gap between HOMO and LUMO (spin up / spin down) = 7.08 / 6.87 eV



Record 5
The following is a DFT calculation (ωB97M-V/def2-TZVPD) of a molecular structure, C31H42AsBN12O4PS2Y.

```
95
Properties=species:S:1:pos:R:3:forces:R:3
Y 0.2121 0.5771 -0.1403 -1.16 -0.35 -0.35
C -2.9696 1.0671 -2.9875 0.05 0.01 -0.02
C -3.1346 0.8431 -1.5240 0.05 -0.01 0.05
C -4.2580 0.3210 -0.8693 -0.03 0.00 0.03
C -3.9788 0.4606 0.4689 0.04 -0.09 0.07
N -2.7627 1.0149 0.5937 -0.02 0.23 0.03
N -2.2259 1.2468 -0.6357 0.15 -0.19 0.03
B -2.2053 1.6016 1.9307 0.09 0.02 0.06
N -1.3260 2.8402 1.6210 0.05 0.09 -0.08
C -1.3010 4.0160 2.2734 0.00 -0.02 0.05
C -0.2679 4.7742 1.7749 -0.04 -0.05 0.03
C 0.3347 3.9654 0.8016 0.01 0.03 0.01
C 1.5246 4.2883 -0.0374 0.05 0.05 -0.04
N -0.3049 2.8025 0.7228 0.00 0.04 -0.04
N -1.3013 0.5932 2.7068 0.02 0.03 -0.04
C -1.4661 -0.0329 3.8837 0.03 0.02 0.08
C -0.2445 -0.5135 4.3015 -0.01 -0.02 -0.03
C 0.6588 -0.1351 3.3003 0.00 0.03 -0.04
C 2.1437 -0.2713 3.2985 0.06 0.00 0.00
N 0.0122 0.5050 2.3295 -0.06 0.07 -0.10
N -3.4268 2.0630 2.7265 -0.07 -0.02 0.04
C -4.2530 3.0629 2.3339 -0.03 0.03 -0.03
C -5.4042 2.9844 3.0728 0.02 0.01 -0.03
C -5.2135 1.8604 3.9032 0.06 -0.04 0.00
C -6.1407 1.2798 4.9187 -0.03 0.00 0.04
N -4.0332 1.3082 3.6774 -0.02 -0.01 0.04
H -3.3508 0.2233 -3.5636 0.01 -0.02 0.01
H -1.9256 1.2457 -3.2271 0.00 0.00 0.00
H -3.5311 1.9548 -3.2870 -0.02 -0.01 -0.01
H -5.1581 -0.0652 -1.3158 -0.01 0.01 -0.01
H -4.5687 0.2356 1.3435 -0.02 0.00 -0.01
H -2.0168 4.2296 3.0478 0.00 0.02 0.01
H 0.0146 5.7702 2.0669 0.01 0.01 0.00
H 1.6297 5.3690 -0.1244 0.01 -0.01 0.00
H 1.4408 3.8727 -1.0407 -0.01 -0.01 0.01
H 2.4376 3.8936 0.4103 -0.01 0.00 0.01
H -2.4333 -0.0447 4.3512 0.00 -0.01 0.01
H -0.0246 -1.0314 5.2191 -0.01 0.00 0.01
H 2.4631 -1.3105 3.3232 0.00 -0.01 0.03
H 2.5531 0.2272 4.1791 -0.02 0.02 -0.01
H 2.5781 0.1991 2.4161 -0.01 -0.03 -0.01
H -3.9673 3.7433 1.5482 -0.01 0.01 0.00
H -6.2571 3.6395 3.0295 -0.01 0.01 -0.01
H -6.5328 2.0512 5.5820 0.01 0.01 0.00
H -5.6138 0.5423 5.5212 0.00 -0.02 0.00
H -6.9931 0.7907 4.4442 0.00 0.00 -0.01
O -1.1294 -1.2276 0.2691 0.35 0.03 0.01
N -1.0532 -2.4650 -0.1766 -0.06 0.04 0.01
C -1.8467 -3.3782 0.4263 0.02 0.00 -0.03
C -1.8456 -4.6855 0.0280 -0.01 0.02 0.01
C -1.0035 -5.0634 -1.0219 -0.01 -0.01 0.01
C -0.2107 -4.1197 -1.6226 0.04 0.04 -0.02
C -0.2252 -2.7776 -1.2060 -0.01 -0.05 0.04
S 0.7241 -1.5443 -1.9093 0.08 0.11 -0.11
H -2.4454 -2.9648 1.2235 -0.02 -0.03 0.01
H -2.4864 -5.3935 0.5315 0.00 0.00 0.00
H -0.9711 -6.0911 -1.3567 0.00 -0.01 0.01
H 0.4591 -4.3758 -2.4305 0.00 0.00 0.00
N 2.4376 1.1504 -0.2151 0.49 0.07 0.12
C 3.4471 1.1823 -0.7918 -0.21 -0.01 0.13
C 4.6374 1.2139 -1.4817 -0.03 -0.16 0.19
C 4.6987 1.8739 -2.7245 0.03 0.13 -0.15
N 4.7219 2.3986 -3.7526 -0.03 0.00 -0.02
C 5.7159 0.4531 -0.9740 0.21 -0.07 -0.09
N 6.5901 -0.1793 -0.5652 -0.04 0.01 0.03
C -0.5532 -0.3971 -5.0562 0.08 0.02 -0.04
As 0.8683 0.8155 -4.5519 0.19 0.02 0.13
C 0.9883 2.0834 -5.9921 0.00 0.01 0.01
C 2.5084 -0.1826 -4.6641 -0.09 -0.04 -0.07
S 0.6070 1.9238 -2.7734 -0.11 0.11 -0.01
H -1.1858 0.0911 -5.7966 -0.02 -0.01 0.05
H -1.1264 -0.6711 -4.1786 0.01 -0.02 0.05
H -0.0979 -1.2902 -5.4810 -0.01 0.01 -0.03
H 1.1393 1.5598 -6.9356 0.00 0.00 0.00
H 1.8303 2.7429 -5.7892 0.00 -0.01 0.00
H 0.0684 2.6638 -6.0245 0.01 0.00 0.00
H 2.5789 -0.5725 -5.6809 0.04 -0.02 0.03
H 2.4839 -1.0012 -3.9502 0.00 -0.01 0.03
H 3.3397 0.4874 -4.4586 0.01 0.05 -0.01
C 5.5185 -2.6318 1.8922 -0.07 -0.10 0.02
O 4.0902 -2.7681 1.8766 0.15 0.07 -0.01
P 3.3375 -2.2482 0.5238 -0.05 -0.12 -0.13
O 3.3442 -3.6307 -0.3661 0.09 0.05 0.06
C 3.9852 -3.5637 -1.6417 -0.03 0.00 -0.02
O 1.8315 -2.3055 1.1054 -0.13 0.11 -0.04
C 1.2916 -3.4582 1.7538 -0.01 -0.03 0.11
H 5.9840 -3.5306 1.4838 -0.01 0.00 0.01
H 5.8212 -2.5106 2.9302 0.01 0.00 -0.02
H 5.8449 -1.7677 1.3106 0.01 0.02 0.01
H 5.0029 -3.1752 -1.5625 -0.01 0.00 0.00
H 3.4115 -2.9320 -2.3231 0.00 0.00 -0.02
H 4.0222 -4.5783 -2.0340 0.00 0.01 0.01
H 0.9541 -4.1809 1.0096 0.03 -0.01 0.02
H 0.4484 -3.1154 2.3538 0.01 0.00 -0.02
H 2.0358 -3.9214 2.4017 -0.03 0.00 -0.01
```
Forces are in eV/Å.

LUMO level = 0.259 eV
Gap between HOMO and LUMO = 8.31 eV



Record 6
The following is a DFT calculation (ωB97M-V/def2-TZVPD) of a molecular structure, C6H10O2.

```
18
Properties=species:S:1:pos:R:3:forces:R:3
C -2.5705 0.3547 0.1945 0.54 -4.03 1.57
C -0.2714 0.0257 -0.4454 0.26 0.50 4.15
C 0.8253 -0.6613 -1.0616 0.79 -5.50 -2.68
C 1.6363 -0.5070 0.2489 -0.19 1.54 -0.80
C 1.6639 1.0881 0.0196 -2.99 -0.67 1.98
C 0.2091 -0.7019 0.9289 0.48 1.34 -0.42
H -1.9428 -0.0238 1.2910 -2.48 1.83 -3.23
H -3.5631 -0.5803 0.1083 3.16 3.41 -0.01
H -2.9423 1.4698 0.1408 1.07 -2.45 -0.07
H 1.2779 -0.2308 -1.8564 1.39 2.03 -2.60
H 0.5714 -1.6996 -1.6453 0.31 1.78 2.49
H 2.6696 -1.0029 0.3995 -2.07 0.67 0.11
H 2.0402 1.4284 -0.8745 1.79 0.21 -1.90
H 1.9493 1.7523 0.8111 0.29 -0.03 0.71
H -0.1641 -0.2777 1.8528 0.87 0.62 0.42
H -0.0616 -1.7167 0.9802 -0.28 -1.47 -0.47
O -1.5117 -0.1001 -0.8625 -4.04 1.35 0.54
O 0.1844 1.3831 -0.2300 1.08 -1.12 0.23
```
Forces are in eV/Å.

LUMO level = 0.931 eV
Gap between HOMO and LUMO = 10.07 eV



Going through the records in order, we get max |F| values of 1.1 4.3 3.5 0.5 1.3 6.2 eV/Å.
Going through the records in order, we get energy values of -1427.967940 -694.491752 -301.432644 -5909.287318 -5601.496059 -384.896767 Ha.